Arrangement P

The following is a quantum chemistry calculation of the molecule C2H6N6, from OMol25.

Geometry as XYZ:
```
14
Properties=species:S:1:pos:R:3:nbo_charge:R:1
C -0.699 -1.647 -0.358 0.1138
C 1.181 -0.808 0.935 0.3505
N 0.526 -1.543 0.154 -0.4286
N -1.690 -0.732 -0.343 -0.3361
N -1.546 0.324 0.462 -0.0302
N -2.561 1.194 0.427 -0.6018
N 2.390 0.703 -0.544 -0.6786
N 1.931 0.287 0.746 -0.4387
H -1.073 -2.609 -0.890 0.1920
H -3.177 0.998 -0.485 0.3628
H -2.345 2.189 0.655 0.3918
H 3.073 0.097 -0.882 0.3452
H 1.714 0.710 -1.329 0.3603
H 2.274 0.839 1.452 0.3976
```

* LUMO level (spin up / spin down): -0.0004 / 0.0062 Ha
* HOMO (spin up / spin down): -7.15 / -7.27 eV
* gap between HOMO and LUMO (spin up / spin down): 7.14 / 7.44 eV

Arrangement Q

The following is a quantum chemistry calculation of the molecule C2H6N6, from OMol25.

Geometry as XYZ:
```
14
Properties=species:S:1:pos:R:3:nbo_charge:R:1
C -1.532 -1.481 -1.280 -0.4394
C 0.497 -0.110 0.684 0.4599
H -1.423 -2.039 -0.188 0.1693
H -1.339 -2.308 -2.114 0.2125
H -2.628 -1.182 -1.426 0.2329
H 0.464 -1.121 -1.780 0.3741
H 1.425 -1.340 1.936 0.4061
H 0.725 -2.210 0.814 0.3914
N -0.326 -0.526 -1.450 -0.4327
N -0.031 0.259 -0.464 -0.0795
N -0.189 1.560 -0.378 -0.0658
N 0.172 1.925 0.751 -0.0557
N 0.559 0.900 1.515 -0.3508
N 1.099 -1.298 0.931 -0.8222
```

* LUMO level: 0.0167 Ha
* SMILES: CNn1nnnc1N
* HOMO: -9.60 eV
* gap between HOMO and LUMO: 10.05 eV

Need the numbers? Relative energies in eV: arrangement P 1.916; arrangement Q 0.000.

Arrangement P

The following is a quantum chemistry calculation of a 3-piece molecular cluster, C4H13N3O2 overall, from OMol25.

Geometry as XYZ:
```
22
Properties=species:S:1:pos:R:3:nbo_charge:R:1
C -1.353 1.223 -1.675 -0.0726
C -1.043 2.490 -2.457 -0.6405
O -0.218 0.680 -1.018 -0.3005
O 0.192 1.582 0.027 -0.4791
H -0.074 1.098 0.833 0.4818
H -2.152 1.400 -0.944 0.1697
H -1.660 0.411 -2.340 0.1882
H -1.944 2.855 -2.948 0.2101
H -0.285 2.292 -3.214 0.2103
H -0.671 3.261 -1.784 0.2246
C 0.023 -2.260 0.542 -0.4312
C 2.058 -1.067 1.095 -0.4289
N 0.746 -1.495 1.539 -0.5806
N -0.389 -0.018 2.395 0.0028
N -0.407 -0.546 3.407 -0.1344
H 0.481 -1.680 2.757 0.3895
H -0.957 -2.533 0.936 0.1981
H -0.106 -1.658 -0.360 0.2212
H 2.538 -0.482 1.881 0.2015
H 1.961 -0.449 0.200 0.2205
H 2.700 -1.923 0.854 0.1750
H 0.560 -3.179 0.275 0.1745
```

* LUMO level (spin up / spin down): 0.0378 / 0.0378 Ha
* SMILES: CCOO.CNC.N#N
* HOMO (spin up / spin down): -8.36 / -8.36 eV
* gap between HOMO and LUMO (spin up / spin down): 9.39 / 9.39 eV

Arrangement Q

The following is a quantum chemistry calculation of a 2-piece molecular cluster, C4H13N3O2 overall, from OMol25.

Geometry as XYZ:
```
22
Properties=species:S:1:pos:R:3:nbo_charge:R:1
N 1.596 0.652 0.642 -0.8774
C 1.388 -0.771 0.714 -0.2373
C 0.763 -1.401 -0.570 -0.2401
N -0.444 -0.561 -0.859 -0.6535
C -1.640 -1.021 -0.033 -0.3464
C -1.748 0.107 0.965 0.6651
N -1.965 1.401 0.449 -0.8522
O -1.955 -0.153 2.104 -0.5754
H 2.536 0.967 0.678 0.3669
H 1.072 1.319 1.168 0.3804
H 2.469 -1.171 0.765 0.1877
H 1.046 -1.041 1.671 0.2034
H 0.689 -2.490 -0.628 0.1974
H 1.558 -1.065 -1.350 0.1977
H -0.867 -0.894 -1.771 0.3671
H -1.569 -2.032 0.310 0.2126
H -2.581 -1.259 -0.631 0.2230
H -1.910 2.175 1.081 0.3885
H -1.219 1.696 -0.326 0.4047
H 1.671 1.790 -1.113 0.4871
H 0.216 1.514 -1.724 0.4796
O 0.896 2.239 -1.542 -0.9788
```

* LUMO level: 0.0234 Ha
* SMILES: NCCNCC(N)=O.O
* HOMO: -9.38 eV
* gap between HOMO and LUMO: 10.02 eV

Need the numbers? Relative energies in eV: arrangement P 3.486; arrangement Q 0.000.